DFT (ωB97M-V/def2-TZVPD) results for the molecule C4H8N2.

## Properties
ΔE to the lowest compared entry with this formula, charge and spin in kcal per mole: 36.5
Molecular weight in u: 84.1

Atoms and positions in Å:
1 C -2.138 0.243 0.028
2 C -0.883 -0.622 -0.056
3 C 0.267 0.113 0.596
4 N 2.708 -0.320 -0.475
5 C 1.546 0.268 -0.039
6 N 0.830 1.285 -0.221
7 H -1.944 1.212 -0.445
8 H -2.393 0.433 1.077
9 H -3.004 -0.215 -0.460
10 H -1.035 -1.595 0.428
11 H -0.629 -0.827 -1.105
12 H 0.169 0.267 1.673
13 H 3.106 0.180 -1.256
14 H 3.400 -0.422 0.255

Results of the natural (NBO) charge analysis, in e, for atoms 1 through 4:
1. C -0.606
2. C -0.425
3. C -0.129
4. N -0.819



DFT (ωB97M-V/def2-TZVPD) results for the molecule C4H8N2 at a distorted geometry.

## Properties
ΔE to the lowest compared entry with this formula, charge and spin in kcal per mole: 26.0
Molecular weight in u: 84.1

Atoms and positions in Å:
1 C -0.618 -0.352 1.705
2 C 0.572 -0.039 -0.403
3 C -0.585 -0.387 -1.381
4 C 1.443 0.974 -1.078
5 H -1.488 -0.781 1.140
6 H -0.985 0.290 2.533
7 H 0.107 -1.104 2.020
8 H 0.881 1.056 1.221
9 H 1.220 -0.890 -0.256
10 H -1.312 0.537 -1.204
11 H -1.088 -1.313 -1.027
12 H -0.316 -0.375 -2.521
13 N 0.082 0.568 0.795
14 N 2.085 1.814 -1.545

Results of the natural (NBO) charge analysis, in e, for atoms 1 through 4:
1. C -0.421
2. C -0.147
3. C -0.629
4. C 0.281



Calculated HOMO-LUMO gap, 10.47 10.43 eV (same order as the records).